Density functional theory data (the ωB97M-V functional and the def2-TZVPD basis) for a structure of composition C23H30N4O4S.

Each line ends with the natural charge from an NBO analysis.
Atoms and positions in Å:
C 2.677 2.810 2.162  -0.63
C 2.597 2.052 0.799  -0.42
C 3.540 0.807 0.818  -0.30
H 3.414 0.232 1.730  0.21
H 4.801 1.392 0.995  0.11
C 3.743 -0.005 -0.290  -0.26
N 4.664 -1.148 -0.086  -0.50
C 4.501 -2.291 0.304  0.35
S 5.907 -3.084 0.825  -0.32
N 3.201 -2.770 0.690  -0.26
N 2.156 -2.576 -0.073  -0.26
C 1.064 -2.860 0.047  0.10
C -0.009 -2.034 -0.698  -0.08
C 0.120 -1.625 -1.851  -0.20
C -0.810 -0.988 -2.699  -0.20
C -2.146 -1.228 -2.055  0.29
C -2.459 -1.774 -0.910  0.14
C -1.383 -2.411 -0.176  -0.14
H -1.726 -2.993 0.517  0.21
O -3.803 -2.177 -0.589  -0.47
C -4.026 -2.609 0.508  -0.21
H -5.149 -2.722 0.785  0.19
H -3.681 -2.159 1.393  0.17
H -3.809 -3.795 0.809  0.10
O -3.107 -0.672 -3.302  -0.58
C -4.397 -0.084 -2.485  -0.16
C -4.022 0.994 -1.194  0.68
O -4.947 0.813 -0.445  -0.60
N -2.863 1.480 -1.263  -0.60
C -2.319 2.400 -0.405  0.11
C -2.883 2.671 0.641  -0.21
C -2.095 3.636 1.491  -0.22
C -0.961 4.056 1.250  0.21
C -0.279 3.818 0.061  -0.21
C -0.972 2.907 -0.789  -0.19
H -0.692 2.416 -1.813  0.21
H 0.641 4.163 -0.394  0.25
O -0.238 4.817 2.258  -0.50
C -0.678 5.282 3.264  -0.17
H -0.813 4.295 3.985  0.08
H -0.004 6.035 3.861  0.18
H -1.574 5.699 3.351  0.15
H -2.540 3.841 2.583  0.23
H -3.734 2.460 1.088  0.24
H -2.297 1.270 -2.312  0.45
H -5.106 -0.777 -2.149  0.21
H -4.837 0.580 -3.193  0.18
H -0.750 -0.332 -3.433  0.22
H 1.172 -1.462 -2.307  0.22
H 0.755 -3.608 0.968  0.12
C 3.041 -3.919 1.580  -0.43
H 4.030 -4.167 1.964  0.26
H 2.264 -3.524 2.331  0.19
H 2.577 -4.712 1.277  0.19
H 5.449 -0.846 -0.283  0.39
H 3.859 0.437 -1.086  0.19
H 2.729 -0.344 -0.588  0.21
H 3.048 2.549 0.022  0.20
H 1.655 1.517 0.625  0.21
H 1.827 3.616 2.272  0.23
H 3.729 3.346 2.202  0.22
H 2.415 2.202 3.031  0.22

Summary:
HOMO level in eV: -8.09
Frontier orbital gap in Eh: 0.2881
Energy above the lowest of the compared OMol25 structures with the same formula, charge and spin in kcal per mole: 561.4
Electronic energy in eV: -49302.2920
Charge: 0
2S+1: 1
Max |F| in eV/Å: 15.01